A 2-piece molecular cluster, C9H14 overall at a distorted geometry, computed with ωB97M-V/def2-TZVPD.

The geometry in XYZ format:
```
23
Properties=species:S:1:pos:R:3:forces:R:3
C 2.56804 0.24197 1.45610 2.76 2.12 -0.01
C 1.59659 -0.13918 0.43521 -1.01 -2.49 -0.13
C 0.48714 -0.91108 0.86047 1.59 0.10 -0.33
C -0.16212 -1.71847 -0.05455 -1.49 0.46 0.01
C 0.08896 -1.58089 -1.40101 0.56 0.39 -1.69
C 1.05434 -0.69558 -1.87011 0.87 -0.30 1.13
C 1.90777 -0.13264 -0.92242 -0.40 1.45 -0.05
H 2.97390 1.26426 1.27309 -0.83 -0.03 0.40
H 3.55555 -0.22723 1.32459 -0.48 -0.81 -0.06
H 2.33190 0.13764 2.50633 -0.54 -0.01 0.02
H 0.40294 -1.00169 1.93490 -0.65 -0.08 0.00
H -1.05402 -2.28610 0.19651 0.40 -0.33 0.40
H -0.36420 -2.15263 -2.20490 -0.64 -0.15 0.55
H 1.24415 -0.53067 -2.92083 -0.05 -0.22 -0.07
H 2.77293 0.45570 -1.21960 -0.04 -0.12 -0.19
C -2.09766 1.56150 -0.49965 0.33 0.15 0.18
C -2.75185 0.84439 0.69386 -0.72 -1.37 -0.97
H -1.75096 2.56870 -0.28944 -0.50 0.37 0.19
H -1.14484 1.09281 -0.77346 -0.33 -0.38 -0.01
H -2.73444 1.56878 -1.37884 -0.03 0.15 -0.09
H -2.17069 -0.06663 0.80976 0.52 0.31 1.29
H -3.68698 0.31034 0.46924 -0.23 0.62 -0.75
H -3.06646 1.39671 1.57476 0.94 0.17 0.20
```
Forces are in eV/Å.

The calculated total energy comes out at -351.287382 hartree. As for the SMILES: Cc1ccccc1.CC. As for the total charge: 0.



C3H8CsO as an isolated structure at a distorted geometry, computed with ωB97M-V/def2-TZVPD.

The geometry in XYZ format:
```
13
Properties=species:S:1:pos:R:3:forces:R:3
Cs -21.69571 -1.30363 0.92113 -0.17 -0.13 0.05
C -23.15098 -4.03319 -3.38285 0.08 0.56 0.58
C -24.05421 -3.08959 -2.60361 -0.82 -1.25 0.59
C -25.27521 -3.86463 -2.05785 0.09 0.14 0.01
O -23.31219 -2.57865 -1.47862 0.10 0.46 0.71
H -22.20331 -3.54385 -3.60774 -0.07 0.16 -0.56
H -23.65831 -4.40551 -4.27285 0.30 -0.15 0.07
H -22.86585 -4.80838 -2.67160 -0.25 -0.43 -0.31
H -24.47430 -2.27143 -3.18863 0.37 0.20 -0.11
H -25.81562 -3.33774 -1.27143 -0.08 0.48 -0.34
H -25.09183 -4.83672 -1.60013 0.68 -0.07 -0.22
H -25.92583 -4.05325 -2.91179 -0.22 0.09 0.14
H -22.59807 -2.02761 -1.80724 -0.01 -0.06 -0.61
```
Forces are in eV/Å.

The calculated total energy comes out at -214.272431 hartree. As for the total charge: +1.



One molecule with the formula C3H2FN3O at a distorted geometry, computed with ωB97M-V/def2-TZVPD.

The geometry in XYZ format:
```
10
Properties=species:S:1:pos:R:3:forces:R:3
H -1.53385 -2.49368 0.05517 -0.22 -1.57 1.30
N -1.50159 -1.83035 -0.66242 0.29 1.42 -1.00
C -0.73060 -0.90840 -0.30827 0.17 0.53 -0.23
N -0.48925 0.20976 -1.10480 0.80 0.82 0.18
C 0.32574 1.07998 -0.65725 -0.95 -1.26 0.25
F 0.59524 2.15187 -1.35110 0.07 0.50 -0.52
C 0.97766 1.00199 0.63226 0.63 -0.09 1.23
N 0.78290 -0.01277 1.39902 -0.25 0.48 -0.70
O -0.07619 -0.97504 0.93320 0.07 -0.21 0.18
H 1.64995 1.77662 1.06420 -0.61 -0.62 -0.68
```
Forces are in eV/Å.

The calculated total energy comes out at -454.815663 hartree. As for the SMILES: [H]/N=c1/nc(F)cno1. As for the total charge: 0.



C5H10O as an isolated structure at a distorted geometry, computed with ωB97M-V/def2-TZVPD.

The geometry in XYZ format:
```
16
Properties=species:S:1:pos:R:3:forces:R:3
C 1.98410 0.01743 0.48133 -0.21 0.03 0.12
C 0.85272 0.53817 -0.36870 -1.45 0.72 1.82
C 0.01446 -0.40674 -1.16677 -2.31 -0.08 1.15
C -1.52176 -0.28326 -0.40297 2.09 -0.82 -1.81
C -1.30018 0.16102 1.00548 -1.15 -0.36 -0.55
O -0.34139 1.14247 0.99075 1.51 -0.65 -1.81
H 2.13474 0.73883 1.28518 0.14 -0.13 0.00
H 2.94432 -0.12134 -0.04045 -0.43 0.13 -0.17
H 1.70393 -0.94608 0.91806 0.04 0.13 0.00
H 1.02464 1.51449 -0.81860 -0.05 -0.15 0.12
H -0.16795 -0.08653 -2.20287 0.32 -0.11 0.38
H 0.35919 -1.45049 -1.13361 -0.01 0.41 0.06
H -2.17945 -1.16976 -0.42060 0.47 0.17 -0.52
H -1.98044 0.56079 -0.93623 -0.03 -0.39 0.08
H -1.13641 -0.63851 1.75768 0.11 0.16 -0.44
H -2.40540 0.42700 1.03238 0.97 0.95 1.56
```
Forces are in eV/Å.

The calculated total energy comes out at -271.657342 hartree. As for the total charge: 0.



In eV, the HOMO-LUMO gap values for the records above are, in order, 9.92, 10.12, 9.35, 10.35.
In kcal per mole, the ΔE to the lowest compared entry with this formula, charge and spin values for the records above are, in order, 26.9, 10.9, 52.3, 59.8.
In eV, the HOMO energy values for the records above are, in order, -8.9200, -13.9934, -10.1787, -9.2665.